# 1
The following is a DFT calculation (ωB97M-V with the def2-TZVPD basis set) of a gas-phase ion, C17H25N4 (charge +1) in a non-equilibrium geometry.

HOMO-LUMO gap = 0.3017 hartree
relative energy (zero: lowest compared OMol25 entry of this formula, charge and spin) = 0.0 kJ/mol
energy = -23989.1554 eV
structure (SMILES) = CN(C)/C=C/[C@H](c1ccccc1)N1CCCN2CC[NH+]=C21

Geometry as ORCA input:
```
! RIJCOSX wB97M-V def2-TZVPD def2/J DEFGRID3
* xyz 1 1
C 3.40121 -2.18948 -3.14330
N 2.69719 -0.97611 -2.78574
C 1.87733 -0.33229 -3.79543
C 2.80949 -0.47537 -1.54378
C 2.26832 0.71062 -1.13500
C 2.24784 1.17631 0.28659
C 1.08118 2.12791 0.55590
C 0.42894 2.02084 1.78388
C -0.65141 2.85161 2.06835
C -1.05747 3.81127 1.13697
C -0.40390 3.92140 -0.09080
C 0.67532 3.08378 -0.38306
H 3.17640 -2.41859 -4.18485
H 4.48615 -2.05972 -3.02253
H 3.08945 -3.02559 -2.50280
H 1.99801 -0.91226 -4.71502
H 0.81400 -0.32160 -3.51078
H 2.19787 0.70317 -3.97533
H 3.39655 -1.09271 -0.84572
H 1.74380 1.33183 -1.86545
H 2.08863 0.28642 0.92229
H 0.78772 1.27431 2.50206
H -1.17396 2.72513 3.01466
H -1.89568 4.46898 1.36423
H -0.71921 4.64887 -0.83717
H 1.21989 3.20282 -1.32675
C 4.83576 3.86697 1.17923
C 3.45696 3.29259 0.95495
N 3.46886 1.84695 0.76270
C 4.46540 1.14400 1.36812
N 5.48192 1.72420 2.01202
C 5.60405 3.14217 2.25431
C 6.33638 0.74706 2.64166
C 5.80594 -0.57676 2.12545
N 4.59915 -0.19414 1.42802
H 5.40308 3.84059 0.24367
H 4.72014 4.91515 1.46829
H 2.80630 3.55534 1.80802
H 3.03227 3.75896 0.06323
H 6.66740 3.39962 2.22942
H 5.22033 3.39233 3.25757
H 7.38645 0.92926 2.38102
H 6.25332 0.81977 3.73296
H 6.52848 -1.02284 1.43439
H 5.59743 -1.28589 2.93142
H 3.91877 -0.84082 1.05096
*
```


# 2
The following is a DFT calculation (ωB97M-V with the def2-TZVPD basis set) of C3H5NO2S in the gas phase in a non-equilibrium geometry.

HOMO-LUMO gap = 0.3226 hartree
relative energy (zero: lowest compared OMol25 entry of this formula, charge and spin) = 256.2 kJ/mol
energy = -19609.8553 eV
structure (SMILES) = O=CN(C=S)CO

Geometry as ORCA input:
```
! RIJCOSX wB97M-V def2-TZVPD def2/J DEFGRID3
* xyz 0 1
C -1.07980 0.99059 -0.35668
C 1.58296 0.92366 -0.05907
C -0.18076 -0.93714 0.66035
N -0.09005 0.50871 0.39034
O -2.11570 0.40365 -0.62555
O -0.17686 -1.66184 -0.54452
S 2.63313 -0.15450 -0.33156
H -0.81342 1.97533 -0.78447
H 1.45039 2.03217 0.12725
H 0.73705 -1.05315 1.17232
H -0.91958 -1.24829 1.29980
H -1.02737 -1.77919 -0.94820
*
```


# 3
The following is a DFT calculation (ωB97M-V with the def2-TZVPD basis set) of a molecular structure, C36H39ClN5NiO4PS.

HOMO-LUMO gap (alpha / beta) = 0.2235 / 0.2023 hartree
relative energy (zero: lowest compared OMol25 entry of this formula, charge and spin) = 159.4 kJ/mol
energy = -127288.7844 eV

Geometry as ORCA input:
```
! RIJCOSX wB97M-V def2-TZVPD def2/J DEFGRID3
* xyz 1 2
Ni -0.66310 1.30677 0.08648
Cl 3.16215 -0.48627 -3.33633
C 3.35716 -2.22417 -3.13420
C 4.18880 -2.87488 -4.02764
C 4.39051 -4.23813 -3.88313
C 3.76944 -4.92135 -2.84766
C 2.94339 -4.24439 -1.96361
C 2.70843 -2.87373 -2.08963
P 1.60495 -1.91101 -0.97686
C 0.84022 -3.22217 0.03735
C -0.22010 -3.93459 -0.52302
C -0.90250 -4.88529 0.21931
C -0.54659 -5.12198 1.54172
C 0.49694 -4.40827 2.11067
C 1.19110 -3.46558 1.36105
C 2.85262 -1.18446 0.14961
C 4.10750 -1.74826 0.37181
C 5.00637 -1.14689 1.24105
C 4.66281 0.02502 1.90170
C 3.41808 0.59859 1.68424
C 2.52150 -0.00121 0.80969
H 4.66971 -2.31847 -4.81996
H 5.03685 -4.75990 -4.57589
H 3.93284 -5.98329 -2.72205
H 2.46967 -4.78644 -1.15635
H -0.51698 -3.74175 -1.54862
H -1.71706 -5.43792 -0.23136
H -1.08192 -5.86037 2.12439
H 0.77791 -4.58586 3.14120
H 2.00542 -2.91569 1.81703
H 4.38875 -2.66317 -0.13647
H 5.97624 -1.59810 1.40581
H 5.36311 0.48725 2.58525
H 3.13675 1.50746 2.20233
H 1.54269 0.44711 0.65855
N 1.85612 4.40150 -4.12492
C 0.94086 3.65627 -3.16219
C 0.39790 2.42469 -3.87295
C -0.59727 1.68254 -2.96739
N 0.08293 1.01866 -1.83895
C -1.68656 2.64849 -2.50379
C -1.13380 3.87155 -1.77000
N -0.51084 3.47815 -0.49695
C -0.14740 4.60942 -2.68692
H 2.62149 3.80440 -4.44596
H 2.25827 5.23421 -3.68928
H 1.32852 4.70267 -4.94771
H 1.60060 3.37178 -2.33942
H 1.21253 1.75114 -4.15523
H -0.11726 2.73491 -4.78923
H -1.06907 0.90579 -3.56950
H 1.03045 1.35966 -1.70610
H 0.19714 0.01706 -1.99946
H -2.37552 2.11987 -1.84443
H -2.25634 2.98136 -3.37763
H -1.96448 4.54729 -1.56247
H -0.97121 3.86699 0.31859
H 0.46497 3.73890 -0.42266
H 0.28657 5.46433 -2.16019
H -0.69304 4.98961 -3.55752
O -3.61741 4.09573 5.04602
S -3.20652 2.75861 4.73164
O -3.18651 1.78443 5.79094
N -1.79095 2.74756 3.92703
C -1.92487 2.28295 2.70860
O -0.96093 2.13679 1.90486
C -3.33823 1.91709 2.32729
C -3.82503 1.41406 1.13383
C -5.18260 1.12868 1.04163
C -6.03051 1.33977 2.12591
C -5.53994 1.84438 3.32572
C -4.19130 2.12675 3.39076
H -3.15181 1.21930 0.30342
H -5.58793 0.73040 0.11980
H -7.08371 1.10874 2.03288
H -6.18955 2.01297 4.17417
O -0.78469 -0.65862 0.66298
N -1.25331 -1.02315 1.84318
C -0.65423 -0.61038 2.97450
C -1.15773 -0.97518 4.20353
C -2.26630 -1.80314 4.27442
C -2.82960 -2.26272 3.09399
C -2.30674 -1.85623 1.88691
H 0.18749 0.04731 2.83035
H -0.69448 -0.57869 5.09474
H -2.69155 -2.06650 5.23180
H -3.68655 -2.92072 3.09506
H -2.68369 -2.15002 0.91982
*
```


# 4
The following is a DFT calculation (ωB97M-V with the def2-TZVPD basis set) of C5H8N2 in the gas phase in a non-equilibrium geometry.

HOMO-LUMO gap = 0.3908 hartree
relative energy (zero: lowest compared OMol25 entry of this formula, charge and spin) = 168.4 kJ/mol
energy = -8293.2508 eV
structure (SMILES) = C[C@H]1CN1CC#N

Geometry as ORCA input:
```
! RIJCOSX wB97M-V def2-TZVPD def2/J DEFGRID3
* xyz 0 1
C 1.14393 -1.70614 -0.17410
C 0.45766 -0.39202 -0.44133
C -0.87332 -0.31131 -1.08310
N -0.73180 -0.10887 0.35301
C -0.96512 1.24298 0.85934
C 0.26087 1.99369 1.17436
N 1.22559 2.58607 1.41043
H 0.40041 -2.48190 0.03054
H 1.80821 -1.63040 0.69254
H 1.74094 -2.01284 -1.03960
H 1.12377 0.45055 -0.63625
H -1.08130 0.56376 -1.70012
H -1.40671 -1.21397 -1.37340
H -1.54615 1.84612 0.15028
H -1.55698 1.17428 1.77740
*
```


Q: Which formula does entry 3 have?
A: C36H39ClN5NiO4PS


Q: Look up the energy of the second one.
A: -19609.8553 eV


Repeat the fourth record exactly.
The following is a DFT calculation (ωB97M-V with the def2-TZVPD basis set) of C5H8N2 in the gas phase in a non-equilibrium geometry.

HOMO-LUMO gap = 0.3908 hartree
relative energy (zero: lowest compared OMol25 entry of this formula, charge and spin) = 168.4 kJ/mol
energy = -8293.2508 eV
structure (SMILES) = C[C@H]1CN1CC#N

Geometry as ORCA input:
```
! RIJCOSX wB97M-V def2-TZVPD def2/J DEFGRID3
* xyz 0 1
C 1.14393 -1.70614 -0.17410
C 0.45766 -0.39202 -0.44133
C -0.87332 -0.31131 -1.08310
N -0.73180 -0.10887 0.35301
C -0.96512 1.24298 0.85934
C 0.26087 1.99369 1.17436
N 1.22559 2.58607 1.41043
H 0.40041 -2.48190 0.03054
H 1.80821 -1.63040 0.69254
H 1.74094 -2.01284 -1.03960
H 1.12377 0.45055 -0.63625
H -1.08130 0.56376 -1.70012
H -1.40671 -1.21397 -1.37340
H -1.54615 1.84612 0.15028
H -1.55698 1.17428 1.77740
*
```